No. 1
C2H4NP | wB97M-V/def2-TZVPD

Total charge   0
Calculated total energy   -474.6156 hartree
Frontier orbital gap   9.07 eV
Relative energy (zero: lowest compared OMol25 entry of this formula, charge and spin)   152.4 kJ/mol
Structure (SMILES)   C=C=NP
HOMO level   -0.29990 hartree
E_LUMO   0.913 eV

XYZ file:
```
8
Properties=species:S:1:pos:R:3:forces:R:3
C -1.57670 -1.13919 0.09435 4.7 0.6 -5.8
C -0.37195 -0.59174 0.33341 0.6 1.8 0.5
N 0.67784 0.00201 0.60174 -1.7 -3.0 -1.2
P 1.33586 1.54837 0.72726 -2.1 2.2 -0.3
H -2.15740 -1.41449 0.83098 -3.1 -1.2 3.6
H -1.68388 -1.60272 -0.98095 0.1 1.0 2.4
H 2.27241 1.79449 -0.29458 0.0 -0.9 -0.4
H 2.27546 1.27353 1.62989 1.5 -0.6 1.3
```
Forces are in eV/Å.

=====

No. 2
C6H12O4Pt | wB97M-V/def2-TZVPD

Total charge   0
Calculated total energy   -655.6822 hartree
Frontier orbital gap (alpha / beta)   5.74 / 7.05 eV
Relative energy (zero: lowest compared OMol25 entry of this formula, charge and spin)   307.1 kJ/mol
2S+1   3
HOMO level (alpha / beta)   -0.22830 / -0.27650 hartree
E_LUMO (alpha / beta)   -0.477 / -0.469 eV

XYZ file:
```
23
Properties=species:S:1:pos:R:3:forces:R:3
C 0.15119 -1.77451 1.63980 0.2 4.8 2.5
H -0.84376 -2.11954 1.95022 0.5 -0.4 -1.8
H 0.64042 -1.65637 2.61138 0.3 -0.5 0.1
H 0.92370 -1.34994 0.98452 -1.2 -1.4 -0.9
O 0.46933 -3.55965 0.74671 0.3 -2.3 -1.7
C 0.47698 -3.78740 -0.45340 0.7 0.4 1.7
H 0.62447 -4.82315 -0.79717 -0.3 0.2 -0.2
H 0.45982 -2.95575 -1.18071 -0.2 -0.2 0.0
O -0.54245 -0.07741 1.50715 0.0 -3.9 0.3
C -1.52248 -0.16959 0.43051 1.1 -0.5 0.4
C -0.82522 0.08795 -0.87985 0.7 -1.4 -1.0
O -0.65820 1.53982 -0.98698 0.1 -0.7 -3.1
C 0.64340 2.11289 -1.03048 1.1 0.2 -0.3
C 0.52927 3.47127 -0.33071 0.3 0.4 -0.7
O -0.04675 3.35971 0.92945 1.0 2.4 0.2
Pt -1.07917 1.76410 0.95741 -3.1 2.0 3.6
H -2.03765 -1.14551 0.42994 -0.5 0.8 0.2
H -1.39508 -0.31046 -1.73105 0.0 0.5 0.1
H 0.19444 -0.33709 -0.96487 -0.3 0.1 0.2
H 0.99781 2.21808 -2.06948 -0.2 0.0 0.2
H 1.35289 1.46678 -0.48390 -0.2 0.1 -0.1
H -0.06137 4.14090 -0.99245 0.1 -0.2 0.2
H 1.54838 3.90487 -0.28605 -0.3 -0.1 0.1
```
Forces are in eV/Å.

=====

No. 3
C25H29CeCl2N4OS | wB97M-V/def2-TZVPD

Total charge   +2
Calculated total energy   -3057.6215 hartree
Frontier orbital gap (alpha / beta)   7.48 / 7.53 eV
Relative energy (zero: lowest compared OMol25 entry of this formula, charge and spin)   0.0 kJ/mol
2S+1   2
HOMO level (alpha / beta)   -0.49594 / -0.49596 hartree
E_LUMO (alpha / beta)   -6.018 / -5.962 eV

XYZ file:
```
63
Properties=species:S:1:pos:R:3:forces:R:3
Ce -0.24214 -0.41913 -0.55204 0.3 0.8 -0.9
Cl -2.63415 -4.78038 0.01710 0.0 0.1 0.1
C -2.13348 -3.76479 1.31309 -0.2 -0.4 0.1
C -2.29880 -4.22502 2.63990 0.0 0.0 -0.2
C -1.91530 -3.44706 3.68597 0.0 0.1 0.1
Cl -2.13560 -4.01778 5.29458 0.0 0.0 0.0
C -1.32570 -2.17098 3.45792 0.0 0.0 0.2
C -0.88997 -1.30665 4.48290 0.0 -0.1 0.0
C -0.30728 -0.10409 4.17695 0.1 0.0 0.0
C -0.13732 0.23682 2.83583 -0.1 -0.1 0.0
N -0.54650 -0.53761 1.84086 -0.3 -0.3 0.4
C -1.16165 -1.73978 2.13009 0.1 0.2 0.2
C -1.60215 -2.53856 1.04562 0.1 0.1 -0.6
O -1.45235 -2.06561 -0.22812 -0.4 -0.6 1.0
H -2.73939 -5.19751 2.80777 0.0 0.0 0.0
H -1.01989 -1.60689 5.51474 0.0 0.0 0.0
H 0.03577 0.57112 4.94725 0.0 0.0 0.0
H 0.34876 1.16753 2.56556 0.0 0.0 0.0
N -1.23057 1.82848 -1.08452 0.0 0.2 -0.1
C -1.72760 2.83446 -1.34689 -0.2 0.5 0.0
C -2.34984 4.08999 -1.65536 0.3 -0.6 0.1
C -2.63489 4.97559 -0.61671 0.0 0.1 0.1
C -3.23863 6.18015 -0.92556 0.0 0.0 0.0
C -3.54699 6.48007 -2.24778 0.0 0.1 0.0
C -3.26011 5.58817 -3.27534 0.0 0.0 0.0
C -2.65685 4.37929 -2.98417 -0.1 0.1 -0.1
H -2.38874 4.72552 0.40656 0.0 0.0 0.0
H -3.47021 6.88349 -0.13810 0.0 0.0 0.0
H -4.02019 7.42470 -2.48155 0.0 0.0 0.0
H -3.50936 5.83470 -4.29778 0.0 0.0 0.0
H -2.42948 3.67017 -3.76960 0.0 0.0 0.0
C -1.66421 -0.26304 -3.76619 -0.2 -0.1 -0.1
C -0.98855 -0.02345 -5.11133 0.0 0.0 -0.1
C 0.11001 1.03937 -5.11020 0.0 0.1 0.1
C 1.46575 0.61272 -4.56618 0.1 0.0 0.2
N 1.49065 0.42721 -3.08743 -0.1 0.0 -0.1
C 2.17696 -0.49412 -2.38605 0.0 -0.2 -0.1
S 2.52525 -0.14712 -0.73087 0.6 0.1 -0.1
N 2.48574 -1.69262 -2.88797 -0.2 0.0 0.1
C 1.63373 -2.55521 -3.74410 0.3 0.1 0.0
C 0.56697 -3.29033 -2.94034 0.0 0.0 0.1
C 1.02579 -4.39529 -1.98567 0.1 -0.1 -0.1
C 1.62210 -3.92662 -0.65843 0.0 0.1 0.0
H -2.36923 -1.09265 -3.81211 0.0 0.0 0.0
H -2.20293 0.61951 -3.42159 0.0 0.0 0.0
H -0.92213 -0.52202 -3.00870 0.1 -0.1 0.0
H -1.76503 0.27371 -5.81806 0.0 0.0 0.0
H -0.59194 -0.96142 -5.51086 0.0 0.0 0.0
H -0.22758 1.93477 -4.57318 0.0 0.0 0.0
H 0.28881 1.37152 -6.13411 0.0 0.0 0.0
H 2.21029 1.38278 -4.77220 0.0 0.0 -0.1
H 1.82206 -0.29350 -5.04203 0.0 0.0 0.0
H 1.46213 1.30530 -2.58551 0.0 0.1 0.0
H 3.05280 -2.21738 -2.23782 0.0 -0.1 0.0
H 2.29956 -3.26052 -4.24035 0.0 0.0 0.0
H 1.17364 -1.95492 -4.51835 -0.1 0.0 0.0
H -0.14692 -3.70436 -3.65611 0.0 0.0 0.0
H -0.01007 -2.55717 -2.35883 -0.1 0.0 0.0
H 1.73402 -5.04838 -2.50365 0.0 0.0 0.0
H 0.15694 -5.01766 -1.76988 0.0 0.0 0.0
H 2.63901 -3.53704 -0.72746 0.0 0.0 0.0
H 1.65126 -4.73699 0.06907 0.0 0.0 -0.1
H 1.00167 -3.13868 -0.21618 0.0 0.0 0.1
```
Forces are in eV/Å.